{"formula": "C3H11N4O", "method": "ωB97M-V/def2-TZVPD", "e_homo_ev": [-14.6, -12.8], "e_tot_ha": -414.8060, "total_charge": 1, "lumo_energy_ha": [-0.196, -0.153], "species": ["C", "C", "C", "N", "N", "N", "N", "O", "H", "H", "H", "H", "H", "H", "H", "H", "H", "H", "H"], "positions_angstrom": [[-1.717, -0.195, 0.095], [0.654, 1.404, -0.649], [1.562, 0.241, 1.316], [-0.496, -0.394, 0.508], [-2.586, -1.193, 0.269], [2.019, -1.361, -0.959], [0.568, 0.320, 0.282], [-2.121, 0.965, -0.409], [0.359, 2.339, -0.158], [1.682, 1.506, -0.992], [-0.003, 1.249, -1.503], [1.634, -0.786, 1.672], [2.532, 0.544, 0.930], [1.285, 0.881, 2.159], [-2.263, -2.049, 0.688], [-3.569, -1.091, 0.076], [1.560, -2.253, -0.811], [1.977, -1.149, -1.953], [-3.075, 1.024, -0.562]]}